Entry 1:
This record from the Open Molecules 2025 dataset describes C5H12N2O2 in the gas phase at a distorted geometry. The level of theory is wB97M-V/def2-TZVPD.

## Properties
Calculated total energy = -12452.7997 eV
Kohn-Sham gap = 9.74 eV
M = 132.2 g mol⁻¹
2S+1 = 1
Energy above the lowest of the compared OMol25 structures with the same formula, charge and spin = 307.1 kJ/mol

Last columns: bonded neighbours and bond lengths (Å).
Positions of all 21 atoms, in Å:
1 C -2.064 0.214 0.631  C2 1.326, H10 1.072, H11 1.080
2 C -0.884 0.819 0.617  C1 1.326, O3 1.368, C4 1.509
3 O -0.716 2.170 0.487  C2 1.368, H12 0.965
4 C 0.438 0.104 0.747  C2 1.509, N5 1.411, N6 1.400, O8 1.642
5 N 1.253 0.743 1.706  C4 1.411, H13 1.014, H14 1.012
6 N 0.300 -1.272 0.970  C4 1.400, C7 1.618, H15 1.015
7 C 0.230 -2.134 -0.398  N6 1.618, H16 1.085, H17 1.087, H18 1.091
8 O 1.159 0.158 -0.727  C4 1.642, C9 1.393
9 C 0.601 0.683 -1.891  O8 1.393, H19 1.104, H20 1.095, H21 1.099
10 H -2.130 -0.846 0.783  C1 1.072
11 H -2.983 0.771 0.525  C1 1.080
12 H -1.582 2.595 0.438  O3 0.965
13 H 1.202 1.752 1.622  N5 1.014
14 H 2.215 0.436 1.636  N5 1.012
15 H 1.088 -1.603 1.516  N6 1.015
16 H -0.663 -1.809 -0.922  C7 1.085
17 H 0.062 -3.122 0.025  C7 1.087
18 H 1.101 -2.145 -1.054  C7 1.091
19 H -0.222 0.050 -2.265  C9 1.104
20 H 1.390 0.731 -2.649  C9 1.095
21 H 0.205 1.704 -1.799  C9 1.099

---

Entry 2:
This record from the Open Molecules 2025 dataset describes 2 unconnected molecules or ions with the total composition C16H27F3NO2. The level of theory is wB97M-V/def2-TZVPD.

## Properties
Calculated total energy = -30760.8206 eV
Net charge = +1
Kohn-Sham gap = 9.45 eV
M = 322.4 g mol⁻¹
2S+1 = 1
Energy above the lowest of the compared OMol25 structures with the same formula, charge and spin = 0.0 kJ/mol

Last columns: bonded neighbours and bond lengths (Å).
Positions of all 49 atoms, in Å:
1 O -5.989 -4.882 2.080  C2 1.197
2 C -5.693 -4.058 1.264  O1 1.197, O3 1.364, C6 1.517
3 O -6.515 -3.715 0.230  C2 1.364, C4 1.449
4 C -5.795 -2.832 -0.664  O3 1.449, C5 1.526, H14 1.087, H15 1.095
5 C -4.333 -3.166 -0.378  C4 1.526, C6 1.535, H16 1.089, H17 1.098
6 C -4.414 -3.251 1.152  C2 1.517, C5 1.535, C7 1.514, H18 1.101
7 C -3.252 -3.838 1.925  C6 1.514, C8 1.534, H19 1.091, H20 1.094
8 C -1.932 -3.073 1.764  C7 1.534, C9 1.491, H21 1.095, H22 1.093
9 C -2.062 -1.590 1.868  C8 1.491, F10 1.341, C11 1.316
10 F -2.890 -1.130 2.817  C9 1.341
11 C -1.415 -0.689 1.160  C9 1.316, F12 1.317, F13 1.328
12 F -1.503 0.615 1.317  C11 1.317
13 F -0.567 -0.976 0.178  C11 1.328
14 H -6.129 -3.024 -1.680  C4 1.087
15 H -6.034 -1.801 -0.384  C4 1.095
16 H -3.587 -2.501 -0.810  C5 1.089
17 H -4.171 -4.185 -0.754  C5 1.098
18 H -4.677 -2.246 1.517  C6 1.101
19 H -3.515 -3.934 2.980  C7 1.091
20 H -3.083 -4.858 1.567  C7 1.094
21 H -1.229 -3.407 2.534  C8 1.095
22 H -1.478 -3.308 0.798  C8 1.093
23 C 4.545 3.934 -1.908  C24 1.527, H32 1.089, H33 1.089, H34 1.091
24 C 3.018 3.922 -1.906  C23 1.527, C25 1.520, H35 1.091, H36 1.092
25 C 2.330 3.606 -0.588  C24 1.520, N26 1.520, H37 1.090, H38 1.091
26 N 2.310 2.168 -0.098  C25 1.520, C27 1.496, C28 1.512, C31 1.524
27 C 1.335 2.122 1.036  N26 1.496, H39 1.087, H40 1.088, H41 1.087
28 C 1.889 1.192 -1.174  N26 1.512, C29 1.517, H42 1.089, H43 1.088
29 C 3.176 0.689 -1.801  C28 1.517, C30 1.535, H44 1.088, H45 1.088
30 C 4.165 0.636 -0.628  C29 1.535, C31 1.533, H46 1.088, H47 1.089
31 C 3.676 1.685 0.377  N26 1.524, C30 1.533, H48 1.086, H49 1.087
32 H 4.986 2.987 -1.600  C23 1.089
33 H 4.912 4.142 -2.912  C23 1.089
34 H 4.928 4.714 -1.249  C23 1.091
35 H 2.629 3.287 -2.704  C24 1.091
36 H 2.667 4.926 -2.154  C24 1.092
37 H 1.280 3.889 -0.661  C25 1.090
38 H 2.774 4.178 0.228  C25 1.091
39 H 0.346 2.375 0.663  C27 1.087
40 H 1.644 2.835 1.796  C27 1.088
41 H 1.325 1.116 1.448  C27 1.087
42 H 1.358 0.386 -0.673  C28 1.089
43 H 1.204 1.694 -1.854  C28 1.088
44 H 3.531 1.361 -2.580  C29 1.088
45 H 3.026 -0.286 -2.260  C29 1.088
46 H 5.185 0.835 -0.950  C30 1.088
47 H 4.163 -0.348 -0.163  C30 1.089
48 H 4.325 2.550 0.471  C31 1.086
49 H 3.535 1.257 1.365  C31 1.087

---

Entry 3:
This record from the Open Molecules 2025 dataset describes 10 unconnected molecules or ions with the total composition C40H106N14O16 at a distorted geometry. The level of theory is wB97M-V/def2-TZVPD.

## Properties
Calculated total energy = -96815.6733 eV
Kohn-Sham gap = 8.88 eV
M = 1039.4 g mol⁻¹
2S+1 = 1
Energy above the lowest of the compared OMol25 structures with the same formula, charge and spin = 44.8 kJ/mol

Last columns: bonded neighbours and bond lengths (Å).
Positions of all 176 atoms, in Å:
1 C 5.142 0.872 4.950  O2 1.379, H10 1.069, H11 1.197, H12 1.077
2 O 4.790 1.339 3.701  C1 1.379, C3 1.404
3 C 4.076 0.354 3.001  O2 1.404, C4 1.541, H13 1.097, H14 1.064
4 C 4.181 0.818 1.535  C3 1.541, N5 1.476, H15 1.069, H16 1.130
5 N 3.502 -0.166 0.671  C4 1.476, C6 1.425, H17 1.025
6 C 3.663 0.082 -0.723  N5 1.425, C7 1.511, H18 1.085, H19 1.121
7 C 4.970 -0.377 -1.328  C6 1.511, O8 1.416, H20 1.109, H21 1.156
8 O 6.134 -0.066 -0.585  C7 1.416, C9 1.483
9 C 7.285 -0.698 -1.275  O8 1.483, H22 1.104, H23 1.104, H24 1.086
10 H 5.562 -0.107 5.047  C1 1.069
11 H 4.227 0.976 5.713  C1 1.197
12 H 5.899 1.515 5.366  C1 1.077
13 H 3.008 0.368 3.249  C3 1.097
14 H 4.578 -0.540 3.284  C3 1.064
15 H 5.221 0.880 1.290  C4 1.069
16 H 3.653 1.814 1.461  C4 1.130
17 H 3.843 -1.104 0.902  N5 1.025
18 H 3.486 1.136 -0.904  C6 1.085
19 H 2.828 -0.441 -1.258  C6 1.121
20 H 4.912 0.087 -2.333  C7 1.109
21 H 4.914 -1.518 -1.505  C7 1.156
22 H 8.134 -0.488 -0.601  C9 1.104
23 H 7.483 -0.328 -2.296  C9 1.104
24 H 7.154 -1.765 -1.422  C9 1.086
25 C 1.913 3.623 4.511  O26 1.417, H34 1.090, H35 1.115, H36 1.106
26 O 0.659 3.301 5.089  C25 1.417, C27 1.397
27 C 0.335 1.943 5.059  O26 1.397, C28 1.515, H37 1.118, H38 1.094
28 C 0.076 1.457 3.647  C27 1.515, N29 1.480, H39 1.089, H40 1.100
29 N -0.751 0.232 3.593  C28 1.480, C30 1.480, H41 0.995
30 C -0.284 -0.963 4.330  N29 1.480, C31 1.511, H42 1.157, H43 1.114
31 C -1.225 -2.095 3.984  C30 1.511, O32 1.421, H44 1.136, H45 1.074
32 O -1.499 -2.171 2.593  C31 1.421, C33 1.431
33 C -1.926 -3.506 2.306  O32 1.431, H46 1.073, H47 1.106, H48 1.080
34 H 2.200 4.577 4.953  C25 1.090
35 H 1.897 3.718 3.400  C25 1.115
36 H 2.622 2.798 4.709  C25 1.106
37 H -0.671 1.901 5.546  C27 1.118
38 H 1.085 1.354 5.596  C27 1.094
39 H 1.026 1.266 3.150  C28 1.089
40 H -0.503 2.282 3.206  C28 1.100
41 H -1.659 0.485 3.913  N29 0.995
42 H -0.083 -0.815 5.459  C30 1.157
43 H 0.674 -1.258 3.843  C30 1.114
44 H -2.198 -1.863 4.525  C31 1.136
45 H -0.791 -3.021 4.312  C31 1.074
46 H -1.104 -4.181 2.451  C33 1.073
47 H -2.197 -3.538 1.234  C33 1.106
48 H -2.873 -3.672 2.799  C33 1.080
49 C 4.927 -3.646 4.842  O50 1.394, H58 1.074, H59 1.105, H60 1.153
50 O 4.056 -3.051 3.932  C49 1.394, C51 1.463
51 C 2.629 -3.371 3.914  O50 1.463, C52 1.491, H61 1.119, H62 1.129
52 C 2.158 -3.026 2.543  C51 1.491, N53 1.428, H63 1.072, H64 1.070
53 N 2.876 -3.721 1.523  C52 1.428, C54 1.487, H65 1.013
54 C 2.395 -3.497 0.134  N53 1.487, C55 1.561, H66 1.121, H67 1.085
55 C 0.943 -4.068 0.068  C54 1.561, O56 1.388, H68 1.107, H69 1.083
56 O 0.731 -5.283 0.704  C55 1.388, C57 1.414
57 C 1.517 -6.307 0.127  O56 1.414, H70 1.132, H71 1.091, H72 1.085
58 H 5.970 -3.541 4.609  C49 1.074
59 H 4.629 -4.690 5.046  C49 1.105
60 H 4.797 -3.058 5.825  C49 1.153
61 H 2.006 -2.907 4.720  C51 1.119
62 H 2.576 -4.476 4.138  C51 1.129
63 H 2.442 -2.000 2.418  C52 1.072
64 H 1.093 -3.123 2.486  C52 1.070
65 H 3.864 -3.710 1.744  N53 1.013
66 H 3.015 -4.134 -0.548  C54 1.121
67 H 2.435 -2.461 -0.188  C54 1.085
68 H 0.632 -4.197 -0.987  C55 1.107
69 H 0.212 -3.415 0.531  C55 1.083
70 H 1.370 -6.196 -0.990  C57 1.132
71 H 1.252 -7.285 0.533  C57 1.091
72 H 2.567 -6.140 0.343  C57 1.085
73 C -2.640 4.341 4.476  O74 1.438, H82 1.088, H83 1.069, H84 1.080
74 O -2.824 2.960 4.120  C73 1.438, C75 1.426
75 C -3.717 2.916 3.010  O74 1.426, C76 1.526, H85 1.089, H86 1.129
76 C -4.032 1.462 2.670  C75 1.526, N77 1.483, H87 1.130, H88 1.125
77 N -4.748 0.702 3.723  C76 1.483, C78 1.437, H89 0.994
78 C -4.658 -0.731 3.656  N77 1.437, C79 1.509, H90 1.074, H91 1.086
79 C -4.887 -1.266 5.048  C78 1.509, O80 1.403, H92 1.121, H93 1.141
80 O -3.814 -0.860 5.853  C79 1.403, C81 1.408
81 C -4.182 -0.768 7.209  O80 1.408, H94 1.098, H95 1.101, H96 1.080
82 H -3.614 4.820 4.552  C73 1.088
83 H -2.006 4.824 3.765  C73 1.069
84 H -2.188 4.407 5.455  C73 1.080
85 H -3.319 3.430 2.137  C75 1.089
86 H -4.682 3.415 3.314  C75 1.129
87 H -3.086 0.916 2.378  C76 1.130
88 H -4.690 1.417 1.759  C76 1.125
89 H -4.241 0.919 4.550  N77 0.994
90 H -3.756 -1.118 3.220  C78 1.074
91 H -5.441 -1.163 3.040  C78 1.086
92 H -5.023 -2.379 5.034  C79 1.121
93 H -5.858 -0.856 5.488  C79 1.141
94 H -3.328 -0.247 7.660  C81 1.098
95 H -4.314 -1.756 7.676  C81 1.101
96 H -5.035 -0.125 7.373  C81 1.080
97 C 2.762 3.516 -3.687  O98 1.401, H106 1.097, H107 1.076, H108 1.097
98 O 1.810 2.990 -2.803  C97 1.401, C99 1.468
99 C 1.178 1.786 -3.356  O98 1.468, C100 1.572, H109 1.111, H110 1.092
100 C 0.459 2.078 -4.724  C99 1.572, N101 1.468, H111 1.139, H112 1.098
101 N -0.495 3.131 -4.353  C100 1.468, C102 1.470, H113 1.022
102 C -1.396 3.549 -5.437  N101 1.470, C103 1.527, H114 1.052, H115 1.059
103 C -0.753 3.826 -6.795  C102 1.527, O104 1.486, H116 1.137, H117 1.121
104 O 0.452 4.671 -6.591  C103 1.486, C105 1.409
105 C 1.078 5.065 -7.790  O104 1.409, H118 1.066, H119 1.120, H120 1.087
106 H 3.157 4.365 -3.116  C97 1.097
107 H 2.427 3.875 -4.645  C97 1.076
108 H 3.541 2.765 -3.872  C97 1.097
109 H 0.474 1.627 -2.511  C99 1.111
110 H 1.905 0.976 -3.438  C99 1.092
111 H -0.103 1.144 -5.058  C100 1.139
112 H 1.231 2.414 -5.428  C100 1.098
113 H 0.026 3.960 -4.059  N101 1.022
114 H -1.781 4.471 -5.110  C102 1.052
115 H -2.257 2.940 -5.534  C102 1.059
116 H -1.405 4.414 -7.517  C103 1.137
117 H -0.501 2.832 -7.248  C103 1.121
118 H 1.916 5.700 -7.612  C105 1.066
119 H 0.411 5.651 -8.472  C105 1.120
120 H 1.354 4.200 -8.388  C105 1.087
121 C -3.029 -0.273 -6.403  O122 1.392, H130 1.116, H131 1.094, H132 1.108
122 O -3.051 -1.663 -6.482  C121 1.392, C123 1.414
123 C -3.180 -2.443 -5.310  O122 1.414, C124 1.506, H133 1.069, H134 1.116
124 C -2.540 -1.934 -4.045  C123 1.506, N125 1.429, H135 1.077, H136 1.134
125 N -1.178 -1.506 -4.113  C124 1.429, C126 1.453, H137 1.034
126 C -0.288 -2.609 -4.434  N125 1.453, C127 1.507, H138 1.099, H139 1.071
127 C 1.090 -2.204 -4.891  C126 1.507, O128 1.390, H140 1.140, H141 1.059
128 O 1.186 -1.247 -5.893  C127 1.390, C129 1.416
129 C 0.604 -1.539 -7.150  O128 1.416, H142 1.056, H143 1.113, H144 1.084
130 H -3.913 0.105 -5.836  C121 1.116
131 H -3.095 0.053 -7.444  C121 1.094
132 H -2.103 0.198 -6.016  C121 1.108
133 H -2.850 -3.431 -5.549  C123 1.069
134 H -4.237 -2.669 -5.031  C123 1.116
135 H -2.730 -2.754 -3.373  C124 1.077
136 H -3.050 -0.990 -3.677  C124 1.134
137 H -0.893 -1.167 -3.178  N125 1.034
138 H -0.697 -3.198 -5.267  C126 1.099
139 H -0.175 -3.283 -3.610  C126 1.071
140 H 1.752 -3.083 -5.188  C127 1.140
141 H 1.622 -1.707 -4.121  C127 1.059
142 H -0.336 -1.074 -7.268  C129 1.056
143 H 0.546 -2.639 -7.309  C129 1.113
144 H 1.195 -1.066 -7.926  C129 1.084
145 N -5.425 -0.681 0.157  C146 1.355, H149 1.002, H150 0.997
146 C -5.011 -1.961 -0.010  N145 1.355, N147 1.429, O148 1.237
147 N -4.312 -2.143 -1.244  C146 1.429, H151 1.022, H152 1.016
148 O -5.172 -2.868 0.816  C146 1.237
149 H -4.916 -0.002 -0.376  N145 1.002
150 H -5.708 -0.356 1.056  N145 0.997
151 H -4.187 -1.308 -1.820  N147 1.022
152 H -4.076 -3.094 -1.511  N147 1.016
153 N -2.847 2.198 -0.951  C154 1.346, H157 1.026, H158 1.021
154 C -3.238 1.462 -2.008  N153 1.346, N155 1.346, O156 1.256
155 N -2.882 1.889 -3.233  C154 1.346, H159 0.957, H160 1.008
156 O -3.964 0.438 -1.952  C154 1.256
157 H -2.428 3.107 -1.177  N153 1.026
158 H -3.044 1.934 0.016  N153 1.021
159 H -2.186 2.524 -3.404  N155 0.957
160 H -3.122 1.203 -3.931  N155 1.008
161 N 0.409 -0.138 0.652  C162 1.382, H165 0.996, H166 1.038
162 C -0.345 -0.797 -0.302  N161 1.382, N163 1.306, O164 1.245
163 N -1.566 -1.037 0.094  C162 1.306, H167 1.025, H168 1.036
164 O 0.169 -1.142 -1.383  C162 1.245
165 H 1.391 -0.298 0.618  N161 0.996
166 H 0.049 -0.231 1.621  N161 1.038
167 H -2.282 -1.512 -0.466  N163 1.025
168 H -1.738 -0.931 1.109  N163 1.036
169 N 0.627 2.802 0.200  C170 1.408, H173 1.015, H174 0.993
170 C -0.075 4.011 0.364  N169 1.408, N171 1.407, O172 1.251
171 N 0.422 5.144 -0.305  C170 1.407, H175 0.974, H176 1.023
172 O -1.116 4.069 1.057  C170 1.251
173 H 0.332 1.969 0.701  N169 1.015
174 H 1.294 2.765 -0.534  N169 0.993
175 H -0.293 5.805 -0.318  N171 0.974
176 H 0.725 4.901 -1.252  N171 1.023